(1)
This record from OMol25 describes a structure of composition C40H50BN11O3PbS4. The level of theory is wB97M-V/def2-TZVPD.

```
110
C40H50BN11O3PbS4 | OMol25 | wB97M-V/def2-TZVPD
Pb 1.044 -3.337 -1.751
S -3.080 -1.775 -0.618
S 2.202 0.141 0.978
S 0.012 -3.039 -4.308
S 0.109 0.097 -1.400
O 1.490 -6.025 -0.529
O 2.414 -5.337 -2.370
O 2.162 -7.482 -2.042
N -1.465 -0.718 1.208
N 1.377 -2.141 -6.327
N 2.821 -2.347 -3.167
N -1.010 2.476 1.405
N -3.177 1.496 -0.403
N -1.960 1.055 -0.639
N 2.590 -2.122 -4.470
N -0.149 1.472 1.076
N 3.285 -2.755 -0.527
N 2.024 -6.339 -1.626
N -0.943 -0.565 2.418
C -1.221 5.251 3.797
C -1.193 5.767 1.320
C -1.821 0.687 -4.403
C 4.749 -3.047 1.328
C -5.508 1.882 -1.249
C 1.173 1.411 1.406
C 5.129 -1.700 -3.595
C -1.431 0.798 -1.834
C -1.089 -1.773 5.830
C -3.645 -3.742 1.601
C 3.196 2.640 2.316
C 5.232 -0.356 -3.995
C -3.464 1.445 -2.748
C -1.467 4.669 2.385
C 5.561 -2.188 -0.808
C -0.539 3.493 2.045
C 1.409 -2.394 -4.980
C 0.971 -2.173 4.405
C 1.741 2.627 2.025
C 7.149 -2.156 -4.818
C -3.979 1.631 -1.438
C -5.807 2.148 0.256
C -2.329 -1.710 0.873
C 0.128 0.114 4.773
C -5.958 3.137 -1.994
C -2.185 0.991 -3.011
C 4.001 -2.123 -2.738
C 4.292 -2.372 -1.308
C 0.870 3.605 2.284
C -1.137 -1.469 3.302
C -0.304 -1.323 4.595
C 7.328 -0.816 -5.098
C -1.991 -2.591 3.078
C 6.368 0.088 -4.702
C -2.941 4.248 2.288
C 6.064 -2.600 -4.124
C -6.279 0.666 -1.719
C 5.770 -2.574 0.522
C -2.671 -2.676 1.900
C 3.499 -3.104 0.758
B -0.929 0.367 0.265
H -3.155 3.812 1.266
H 0.806 -3.266 4.349
H -4.144 1.556 -3.565
H 2.701 -3.398 1.433
H -1.809 6.193 3.900
H 3.575 1.733 2.767
H -3.184 3.500 3.012
H 0.826 0.538 4.062
H -3.877 -4.347 2.466
H -1.095 1.346 -4.902
H -1.441 4.567 4.629
H 4.844 -3.340 2.387
H -2.149 -3.351 3.820
H -1.556 5.443 0.334
H 5.958 -3.643 -3.913
H 0.599 -2.420 -6.895
H -1.438 -0.348 -4.448
H -7.015 3.270 -1.845
H -5.841 2.955 -3.080
H -3.198 -4.364 0.780
H 6.739 -2.361 0.899
H -5.433 4.030 -1.652
H -4.575 -3.351 1.159
H 7.840 -2.884 -5.245
H -3.588 5.111 2.524
H -7.401 0.736 -1.721
H -0.723 0.807 4.706
H 1.602 -2.080 5.307
H -0.148 5.466 3.884
H -0.145 6.024 1.338
H -2.700 0.713 -5.032
H 3.739 2.663 1.366
H -6.846 2.403 0.353
H 1.138 4.514 2.845
H -5.555 1.295 0.884
H 0.539 0.229 5.780
H -6.055 0.475 -2.800
H 3.510 3.506 2.881
H 6.355 1.092 -5.097
H -1.925 -1.081 5.915
H -1.851 6.610 1.577
H -5.193 2.993 0.654
H 4.389 0.304 -3.740
H 8.231 -0.508 -5.617
H 6.367 -1.815 -1.427
H 2.248 -2.232 -6.868
H -1.501 -2.828 5.779
H 1.535 -1.813 3.517
H -0.468 -1.708 6.739
H -6.024 -0.285 -1.164
```

The value obtained for the gap between HOMO and LUMO is 7.4 eV. The calculation puts the energy relative to the best compared isomer or geometry (same formula, charge and spin) at 0.0 kJ/mol. For the lowest unoccupied orbital energy, the calculation gives -0.482 eV.



(2)
This record from OMol25 describes a cluster of 11 separate species, H23O11 in total. The level of theory is wB97M-V/def2-TZVPD.

```
34
H23O11 | OMol25 | wB97M-V/def2-TZVPD
O -1.626 3.143 -0.911
O 1.051 -0.669 2.158
O -3.681 -0.250 1.123
O -0.371 -4.062 2.002
O 2.646 -2.686 -0.918
O 1.816 0.451 -2.653
O -0.740 -0.136 -1.387
O 0.155 4.372 1.664
O -0.462 1.476 0.515
O 1.741 1.866 -0.549
O 0.097 -2.424 -1.177
H 0.430 1.838 -0.037
H -1.092 -4.677 1.920
H -3.040 -0.756 1.618
H 0.260 -0.742 2.703
H -0.746 -1.166 -1.319
H -2.590 3.233 -0.893
H 3.228 -3.402 -0.614
H 2.383 -2.437 -0.019
H -0.107 3.557 2.112
H 1.122 -0.178 -2.416
H -0.452 -3.141 -0.844
H -0.084 -3.487 2.697
H 1.030 -2.736 -1.312
H -1.343 4.064 -0.794
H 1.686 1.859 -1.532
H -1.273 0.134 -2.139
H -1.147 2.240 0.315
H -0.595 0.738 -0.220
H 1.915 0.340 -3.606
H 1.030 4.101 1.352
H 2.212 1.162 -0.098
H -4.524 -0.100 1.547
H 1.071 -1.521 1.709
```

The value obtained for the gap between HOMO and LUMO is 11.5 eV. The calculation puts the energy relative to the best compared isomer or geometry (same formula, charge and spin) at 300.0 kJ/mol. Its charge is +1. For the lowest unoccupied orbital energy, the calculation gives -2.862 eV.



(3)
This record from OMol25 describes a structure of composition C5H8OS2. The level of theory is wB97M-V/def2-TZVPD.

```
16
C5H8OS2 | OMol25 | wB97M-V/def2-TZVPD
S -3.513 -1.153 0.361
S -0.962 -1.206 -0.588
O 3.149 -0.777 -0.063
C -2.028 1.238 -0.322
C 0.980 0.252 0.803
C 1.839 -0.907 0.460
C -2.122 -0.187 -0.025
C 0.680 -0.453 -0.445
H 1.015 0.286 -1.361
H 1.726 -1.958 0.938
H -1.151 1.557 0.240
H -1.841 1.531 -1.457
H 0.314 0.002 1.621
H 3.115 -1.311 -0.976
H -2.921 1.894 -0.010
H 1.717 1.193 0.823
```

The value obtained for the gap between HOMO and LUMO is 7.8 eV. The calculation puts the energy relative to the best compared isomer or geometry (same formula, charge and spin) at 347.5 kJ/mol. For the lowest unoccupied orbital energy, the calculation gives -0.635 eV.



(4)
This record from OMol25 describes a cluster of 3 separate species, C23H44O12P2 in total. The level of theory is wB97M-V/def2-TZVPD.

```
81
C23H44O12P2 | OMol25 | wB97M-V/def2-TZVPD
P -4.667 -3.534 4.263
P 4.794 0.812 -4.383
O -5.554 -3.875 2.908
O -3.978 -2.300 3.744
O 4.670 -0.190 -5.692
O -2.558 3.818 -2.019
O 4.715 1.398 -2.997
O -5.620 -4.577 5.121
O 6.251 1.417 -4.872
O 1.944 4.211 1.087
O 3.760 1.868 -5.127
O -3.452 -4.640 4.092
O -4.426 3.704 -0.708
O -1.014 2.362 -2.888
C -1.918 2.321 2.730
C -2.266 3.096 0.223
C -2.130 -4.336 4.517
C -2.712 3.117 1.660
C -5.709 -5.965 4.771
C -1.492 2.898 -1.981
C -1.535 0.856 2.342
C -1.977 -4.506 6.017
C -3.280 3.559 -0.859
C -1.157 2.854 -0.490
C 0.221 2.613 0.077
C 7.383 1.363 -4.013
C 5.068 0.241 -7.000
C -5.361 -2.593 0.871
C -6.133 -2.803 2.158
C -5.022 -6.814 5.839
C 6.332 -0.502 -7.428
C 2.775 3.745 -3.974
C 8.027 -0.011 -4.031
C 1.061 3.981 -0.007
C 2.599 3.764 -0.221
C -0.712 3.141 3.350
C 2.592 2.313 -4.431
H 2.368 1.659 -3.587
H 0.592 4.849 -0.521
H -7.165 -3.080 1.930
H 6.734 -1.119 -6.627
H 8.861 -0.053 -3.328
H 0.298 2.263 1.110
H -1.176 0.737 1.309
H -1.835 -3.330 4.213
H 7.303 -0.787 -3.770
H -1.463 -5.029 4.000
H 1.750 2.249 -5.123
H -4.517 -6.203 6.583
H 6.123 -1.153 -8.278
H 3.179 4.688 -0.294
H -2.141 -5.547 6.301
H -0.974 -4.219 6.336
H 1.943 4.060 -3.340
H -5.299 -6.165 3.785
H -2.440 0.229 2.487
H -2.786 4.171 2.003
H -3.760 2.746 1.697
H -5.716 -1.705 0.343
H -5.751 -7.438 6.358
H 5.207 1.318 -7.051
H -6.165 -1.886 2.748
H 4.245 -0.007 -7.672
H 0.249 2.621 3.171
H -2.709 -3.900 6.557
H 2.984 2.751 -0.078
H -2.611 2.209 3.592
H 2.830 4.416 -4.835
H -5.476 -3.457 0.213
H 7.123 1.652 -2.993
H 7.102 0.202 -7.751
H 0.773 1.894 -0.561
H 8.095 2.106 -4.379
H 3.705 3.875 -3.419
H -4.295 -7.490 5.385
H -6.772 -6.207 4.730
H -0.792 0.518 3.087
H 8.408 -0.241 -5.028
H -0.857 3.356 4.420
H -0.632 4.117 2.827
H -4.293 -2.483 1.060
```

The value obtained for the gap between HOMO and LUMO is 9.1 eV. The structure (SMILES) is CC(C)CC1=C(C[C@@H]2CO2)C(=O)OC1=O.CCOP(=O)(OCC)OCC.CCOP(=O)(OCC)OCC. For the lowest unoccupied orbital energy, the calculation gives -0.867 eV.